8 unconnected molecules or ions with the total composition C30H62Cl4O14 in a non-equilibrium geometry. Source: the Open Molecules 2025 dataset; level of theory: ωB97M-V/def2-TZVPD.

Each line ends with the Mulliken charge.
CARTESIAN COORDINATES (ANGSTROEM)
Cl: 1.397 0.873 0.136  -0.215
C: -0.390 1.181 0.225  -0.346
C: -0.930 1.405 1.639  -0.436
Cl: -2.736 1.449 1.877  -0.187
H: -0.854 0.308 -0.233  0.259
H: -0.721 1.970 -0.451  0.322
H: -0.412 2.144 2.249  0.376
H: -0.603 0.514 2.175  0.229
Cl: 2.899 6.902 -3.637  -0.193
C: 4.089 5.936 -2.825  -0.240
C: 4.050 4.394 -3.049  -0.361
Cl: 5.171 3.837 -4.239  -0.186
H: 3.772 6.147 -1.804  0.102
H: 5.093 6.306 -3.032  0.320
H: 3.094 4.131 -3.502  0.264
H: 4.130 3.863 -2.101  0.295
C: 0.751 -2.492 -5.844  -0.621
O: 1.607 -1.459 -6.197  -0.329
C: 2.381 -1.668 -7.367  -0.588
C: 3.203 -2.938 -7.332  -0.435
O: 2.476 -4.177 -7.573  -0.332
C: 3.314 -5.145 -8.084  -0.822
H: 0.537 -2.206 -4.814  0.249
H: 1.279 -3.439 -5.737  0.258
H: -0.105 -2.584 -6.512  0.268
H: 2.989 -0.765 -7.422  0.282
H: 1.688 -1.595 -8.205  0.334
H: 3.644 -2.945 -6.336  0.285
H: 4.045 -2.863 -8.020  0.533
H: 4.259 -5.016 -7.557  0.336
H: 3.569 -4.981 -9.131  0.307
H: 3.021 -6.170 -7.854  0.275
C: -3.876 6.169 0.267  -0.706
O: -5.256 6.359 0.583  -0.317
C: -6.142 6.306 -0.527  -0.334
C: -7.444 6.913 -0.192  -0.592
O: -7.417 8.343 -0.125  -0.349
C: -7.370 9.041 1.097  -0.669
H: -3.275 6.826 0.896  0.269
H: -3.681 6.649 -0.691  0.332
H: -3.526 5.137 0.298  0.236
H: -6.417 5.280 -0.770  0.237
H: -5.589 6.722 -1.369  0.350
H: -7.908 6.455 0.681  0.348
H: -8.156 6.565 -0.940  0.381
H: -7.348 10.113 0.903  0.265
H: -6.457 8.831 1.655  0.257
H: -8.217 8.975 1.780  0.294
C: 1.581 5.011 6.263  -0.771
O: 2.103 4.764 4.840  -0.306
C: 3.197 5.647 4.404  -0.607
C: 2.685 6.983 3.812  -0.258
O: 2.274 6.864 2.481  -0.315
C: 2.135 8.160 1.878  -0.767
H: 2.224 4.880 7.133  0.317
H: 0.682 4.467 6.554  0.290
H: 1.336 6.068 6.362  0.285
H: 3.698 5.003 3.681  0.286
H: 3.948 5.760 5.187  0.338
H: 3.429 7.771 3.931  0.367
H: 1.748 7.259 4.296  0.257
H: 1.449 8.100 1.033  0.247
H: 3.077 8.526 1.469  0.284
H: 1.672 8.878 2.554  0.350
C: -0.094 -7.009 2.624  -0.793
O: -0.481 -5.848 3.408  -0.268
C: 0.599 -5.083 3.985  -0.588
C: 0.265 -4.182 5.171  -0.541
O: -0.852 -3.361 4.827  -0.195
C: -1.052 -2.348 5.828  -0.848
H: 0.643 -7.515 3.248  0.318
H: 0.371 -6.833 1.654  0.316
H: -0.827 -7.786 2.410  0.294
H: 1.081 -4.503 3.198  0.308
H: 1.286 -5.845 4.352  0.389
H: 1.128 -3.544 5.363  0.354
H: 0.045 -4.930 5.933  0.321
H: -1.826 -1.633 5.551  0.259
H: -0.215 -1.747 6.183  0.316
H: -1.298 -2.874 6.750  0.355
C: 4.287 -9.358 -0.920  -0.623
O: 4.810 -8.525 -1.948  -0.362
C: 5.141 -7.148 -1.553  -0.323
C: 5.275 -6.170 -2.712  -0.489
O: 5.383 -4.803 -2.290  -0.403
C: 4.138 -4.308 -1.969  -0.787
H: 3.352 -8.936 -0.550  0.246
H: 5.072 -9.511 -0.180  0.282
H: 4.081 -10.348 -1.328  0.244
H: 6.004 -7.197 -0.889  0.326
H: 4.459 -6.753 -0.801  0.299
H: 4.616 -6.171 -3.580  0.396
H: 6.229 -6.496 -3.126  0.273
H: 4.105 -3.249 -2.225  0.272
H: 3.962 -4.312 -0.894  0.279
H: 3.340 -4.776 -2.545  0.370
C: -6.138 -3.008 2.592  -0.738
C: -5.002 -3.628 2.116  0.340
C: -4.323 -3.322 0.825  0.730
O: -3.225 -3.823 0.420  -0.617
C: -5.034 -2.205 0.070  -0.725
C: -6.154 -1.597 0.466  0.344
C: -6.731 -1.869 1.848  0.822
O: -7.688 -1.214 2.340  -0.620
O: -6.623 -0.551 -0.273  -0.513
O: -4.602 -4.804 2.688  -0.483
H: -6.633 -3.483 3.426  0.418
H: -4.606 -1.998 -0.900  0.431
H: -7.447 -0.278 0.137  0.333
H: -3.687 -4.856 2.402  0.278

energy: -110858.586 eV
gap between HOMO and LUMO: 7.82 eV
HOMO energy: -9.5311 eV
total charge: 0
LUMO energy: -1.71 eV
relative energy (zero: lowest compared OMol25 entry of this formula, charge and spin): 438.3 kJ/mol